1.
{"formula": "C61H83N4O6SiTi", "method": "the ωB97M-V functional and the def2-TZVPD basis", "species": ["Ti", "C", "O", "C", "C", "C", "C", "C", "C", "C", "C", "C", "C", "C", "C", "C", "C", "C", "C", "C", "C", "C", "C", "C", "C", "C", "C", "C", "C", "C", "C", "C", "C", "O", "C", "C", "C", "C", "C", "O", "C", "C", "C", "C", "C", "C", "O", "C", "C", "C", "C", "H", "H", "H", "H", "H", "H", "H", "H", "H", "H", "H", "H", "H", "H", "H", "H", "H", "H", "H", "H", "H", "H", "H", "H", "H", "H", "H", "H", "H", "H", "H", "H", "H", "H", "H", "H", "H", "H", "H", "H", "H", "H", "H", "H", "H", "H", "H", "H", "H", "H", "H", "H", "H", "H", "H", "H", "H", "H", "N", "C", "N", "C", "C", "O", "C", "C", "H", "H", "H", "H", "H", "H", "H", "H", "C", "Si", "C", "C", "C", "H", "H", "H", "H", "H", "H", "H", "H", "H", "H", "H", "N", "C", "O", "C", "C", "C", "N", "C", "C", "H", "H", "H", "H", "H", "H"], "positions_angstrom": [[-0.42, 0.36, -0.55], [-3.86, 0.27, -1.55], [-2.82, -0.04, -0.62], [-3.34, -0.63, 0.52], [-3.41, -2.01, 0.60], [-2.87, -2.84, -0.53], [-1.60, -3.57, -0.18], [-1.54, -4.94, -0.31], [-0.38, -5.68, -0.06], [0.73, -4.95, 0.35], [0.71, -3.57, 0.50], [1.96, -2.87, 0.98], [1.69, -2.13, 2.26], [1.09, -2.77, 3.33], [0.61, -2.07, 4.43], [0.72, -0.68, 4.42], [1.33, -0.01, 3.36], [1.26, 1.49, 3.25], [-0.17, 1.94, 3.34], [-0.62, 2.50, 4.54], [-1.94, 2.83, 4.77], [-2.83, 2.58, 3.74], [-2.44, 2.03, 2.53], [-3.49, 1.69, 1.50], [-3.75, 0.20, 1.55], [-4.31, -0.40, 2.68], [-4.42, -1.78, 2.80], [-3.94, -2.57, 1.75], [-5.08, -2.37, 4.04], [-4.51, -1.73, 5.32], [-6.59, -2.09, 3.98], [-4.88, -3.88, 4.14], [-1.09, 1.70, 2.30], [-0.71, 1.21, 1.12], [-2.44, 3.41, 6.09], [-1.31, 3.61, 7.10], [-3.47, 2.45, 6.71], [-3.11, 4.77, 5.85], [1.85, -0.76, 2.32], [2.45, -0.12, 1.26], [3.80, 0.24, 1.49], [-0.08, -2.83, 5.57], [-1.15, -3.77, 4.98], [-0.76, -1.89, 6.56], [0.96, -3.67, 6.32], [-0.46, -2.83, 0.22], [-0.50, -1.51, 0.33], [-0.38, -7.19, -0.25], [-1.46, -7.83, 0.64], [-0.68, -7.53, -1.72], [0.97, -7.82, 0.11], [-4.33, -0.66, -1.89], [-3.42, 0.78, -2.39], [-4.60, 0.91, -1.07], [-2.68, -2.21, -1.40], [-3.62, -3.58, -0.83], [-2.44, -5.45, -0.65], [1.66, -5.46, 0.57], [2.31, -2.16, 0.24], [2.75, -3.62, 1.12], [0.94, -3.84, 3.26], [0.26, -0.09, 5.20], [1.71, 1.80, 2.30], [1.82, 1.96, 4.06], [0.13, 2.66, 5.31], [-3.89, 2.81, 3.86], [-3.15, 1.98, 0.51], [-4.40, 2.24, 1.72], [-4.64, 0.25, 3.48], [-3.96, -3.65, 1.82], [-4.72, -0.67, 5.37], [-3.43, -1.86, 5.37], [-4.95, -2.20, 6.20], [-6.78, -1.01, 3.93], [-7.09, -2.49, 4.86], [-7.03, -2.54, 3.09], [-3.82, -4.14, 4.18], [-5.32, -4.41, 3.28], [-5.36, -4.26, 5.04], [-0.82, 2.67, 7.35], [-1.72, 4.03, 8.03], [-0.55, 4.30, 6.72], [-3.02, 1.47, 6.90], [-4.32, 2.30, 6.05], [-3.84, 2.85, 7.66], [-2.40, 5.48, 5.41], [-3.48, 5.19, 6.78], [-3.95, 4.68, 5.16], [3.91, 0.84, 2.39], [4.12, 0.83, 0.63], [4.44, -0.65, 1.58], [-1.87, -3.20, 4.39], [-1.69, -4.28, 5.79], [-0.72, -4.52, 4.33], [-1.52, -1.28, 6.07], [-0.04, -1.22, 7.04], [-1.25, -2.47, 7.34], [1.46, -4.38, 5.65], [0.49, -4.23, 7.12], [1.74, -3.03, 6.75], [-2.45, -7.45, 0.39], [-1.27, -7.60, 1.69], [-1.46, -8.92, 0.51], [-1.63, -7.11, -2.04], [-0.71, -8.61, -1.87], [0.10, -7.12, -2.37], [1.22, -7.63, 1.16], [1.77, -7.43, -0.51], [0.92, -8.90, -0.04], [1.36, 0.78, -1.13], [2.26, 1.10, -1.85], [3.41, 0.65, -2.35], [4.15, 1.35, -3.38], [4.31, 0.43, -4.58], [4.90, -0.80, -4.20], [4.07, -1.50, -3.28], [3.90, -0.69, -2.01], [5.14, 1.63, -3.00], [3.61, 2.25, -3.65], [4.97, 0.88, -5.33], [3.33, 0.25, -5.03], [4.55, -2.45, -3.07], [3.08, -1.69, -3.72], [4.86, -0.60, -1.49], [3.18, -1.15, -1.33], [1.17, 3.84, -0.09], [-0.46, 3.80, -1.03], [-0.23, 4.98, -2.49], [-1.75, 4.58, 0.10], [-1.02, 2.14, -1.64], [1.29, 4.83, 0.38], [2.03, 3.67, -0.75], [1.20, 3.09, 0.70], [0.12, 5.96, -2.17], [-1.17, 5.12, -3.04], [0.51, 4.57, -3.20], [-1.50, 5.63, 0.28], [-1.80, 4.08, 1.07], [-2.74, 4.55, -0.36], [-0.62, 2.01, -2.66], [-2.11, 2.21, -1.73], [-0.72, -5.13, -4.97], [-1.30, -3.88, -5.23], [-2.06, -3.75, -6.20], [-0.93, -2.80, -4.34], [0.07, -2.90, -3.33], [0.23, -1.89, -2.44], [-0.53, -0.75, -2.40], [-1.36, -0.58, -3.49], [-1.58, -1.54, -4.43], [-1.20, -5.86, -5.47], [-0.55, -5.34, -4.00], [0.72, -3.76, -3.25], [0.98, -1.97, -1.66], [-1.83, 0.38, -3.56], [-2.26, -1.34, -5.25]], "e_homo_ev": [-2.526, -4.965], "e_lumo_ev": [2.208, 2.177], "gap_ev": [4.7, 7.1], "e_above_lowest_kcal_mol": 0.0, "charge": -1, "spin_multiplicity": 3, "s2": 2.0366, "e_tot_ev": -113848.8601}

2.
{"formula": "C62H105N5O26", "method": "the ωB97M-V functional and the def2-TZVPD basis", "species": ["C", "C", "C", "C", "C", "C", "N", "O", "O", "H", "H", "H", "H", "H", "C", "C", "C", "C", "C", "C", "N", "O", "O", "H", "H", "H", "H", "H", "C", "C", "C", "C", "C", "C", "N", "O", "O", "H", "H", "H", "H", "H", "C", "C", "C", "C", "C", "C", "N", "O", "O", "H", "H", "H", "H", "H", "C", "C", "C", "C", "C", "C", "N", "O", "O", "H", "H", "H", "H", "H", "C", "O", "C", "C", "O", "C", "H", "H", "H", "H", "H", "H", "H", "H", "H", "H", "C", "O", "C", "C", "O", "C", "H", "H", "H", "H", "H", "H", "H", "H", "H", "H", "C", "O", "C", "C", "O", "C", "H", "H", "H", "H", "H", "H", "H", "H", "H", "H", "C", "O", "C", "C", "O", "C", "H", "H", "H", "H", "H", "H", "H", "H", "H", "H", "C", "O", "C", "C", "O", "C", "H", "H", "H", "H", "H", "H", "H", "H", "H", "H", "C", "O", "C", "C", "O", "C", "H", "H", "H", "H", "H", "H", "H", "H", "H", "H", "C", "O", "C", "C", "O", "C", "H", "H", "H", "H", "H", "H", "H", "H", "H", "H", "C", "O", "C", "C", "O", "C", "H", "H", "H", "H", "H", "H", "H", "H", "H", "H"], "positions_angstrom": [[-2.17, -4.68, -1.07], [-1.60, -3.91, -2.09], [-1.89, -4.12, -3.44], [-2.68, -5.23, -3.80], [-3.39, -5.93, -2.79], [-3.06, -5.69, -1.48], [-3.00, -5.50, -5.17], [-3.68, -6.49, -5.45], [-2.52, -4.77, -5.99], [-1.96, -4.48, -0.03], [-0.81, -3.25, -1.76], [-1.44, -3.56, -4.24], [-4.12, -6.70, -2.99], [-3.50, -6.37, -0.77], [4.79, -0.95, -7.38], [4.43, -1.73, -6.29], [4.03, -1.16, -5.05], [3.94, 0.20, -4.98], [4.27, 0.96, -6.10], [4.72, 0.41, -7.28], [3.49, 0.80, -3.71], [3.31, 0.02, -2.75], [3.31, 2.01, -3.70], [5.17, -1.32, -8.32], [4.48, -2.80, -6.26], [4.15, -1.69, -4.11], [4.27, 2.04, -6.00], [5.06, 1.17, -7.98], [-4.31, -0.13, 0.67], [-5.61, -0.60, 0.76], [-6.63, 0.27, 0.92], [-6.39, 1.61, 1.11], [-5.11, 2.05, 1.18], [-4.04, 1.24, 0.80], [-7.52, 2.48, 1.56], [-8.63, 2.11, 1.33], [-7.24, 3.60, 2.08], [-3.43, -0.76, 0.68], [-5.77, -1.67, 0.67], [-7.61, -0.19, 0.91], [-4.84, 3.07, 1.43], [-2.99, 1.49, 0.72], [-0.38, -2.88, 6.42], [-0.10, -2.79, 5.07], [-1.04, -3.29, 4.16], [-2.34, -3.56, 4.54], [-2.57, -3.61, 5.91], [-1.66, -3.27, 6.82], [-3.40, -3.63, 3.54], [-3.08, -3.62, 2.33], [-4.53, -3.57, 3.91], [0.43, -2.63, 7.08], [0.91, -2.49, 4.82], [-0.89, -3.28, 3.09], [-3.54, -3.90, 6.28], [-1.83, -3.10, 7.88], [-5.07, -0.15, 4.93], [-3.75, 0.20, 5.18], [-3.49, 1.00, 6.28], [-4.50, 1.31, 7.18], [-5.88, 1.07, 6.78], [-6.19, 0.33, 5.62], [-4.18, 1.67, 8.53], [-4.97, 2.18, 9.29], [-3.03, 1.49, 8.76], [-5.33, -0.69, 4.03], [-2.98, 0.02, 4.45], [-2.48, 1.32, 6.46], [-6.71, 1.40, 7.38], [-7.13, -0.14, 5.38], [-0.11, 2.34, -3.59], [-1.18, 3.22, -4.06], [-2.38, 3.18, -3.26], [-3.11, 1.87, -3.38], [-2.59, 0.67, -2.79], [-3.24, -0.54, -3.05], [0.42, 2.55, -2.66], [0.63, 2.27, -4.39], [-0.44, 1.32, -3.39], [-3.10, 3.99, -3.31], [-1.96, 3.26, -2.26], [-3.29, 1.66, -4.43], [-4.13, 1.94, -3.01], [-4.19, -0.43, -2.53], [-2.77, -1.47, -2.73], [-3.41, -0.40, -4.12], [0.22, -1.11, -4.52], [-0.10, -1.73, -5.76], [-0.86, -0.91, -6.55], [-0.92, -1.37, -8.05], [0.29, -0.89, -8.59], [1.28, -1.78, -9.00], [0.65, -1.77, -3.77], [-0.72, -0.70, -4.15], [0.91, -0.28, -4.65], [-0.42, 0.09, -6.56], [-1.90, -0.84, -6.21], [-1.69, -0.87, -8.63], [-1.14, -2.43, -8.18], [1.72, -2.22, -8.11], [2.02, -1.35, -9.67], [0.71, -2.58, -9.48], [3.36, -2.65, 2.57], [2.49, -3.74, 2.70], [3.20, -5.03, 2.83], [2.32, -6.20, 2.72], [1.68, -6.42, 1.50], [0.66, -5.52, 1.14], [3.60, -2.68, 1.51], [4.27, -2.66, 3.18], [2.90, -1.66, 2.60], [3.75, -5.09, 3.76], [3.92, -5.01, 2.01], [1.46, -6.09, 3.38], [2.94, -7.07, 2.92], [-0.31, -5.80, 1.54], [0.61, -5.47, 0.05], [0.76, -4.49, 1.48], [5.39, -3.15, -0.84], [4.47, -2.65, -1.77], [3.01, -2.86, -1.52], [2.51, -4.09, -2.15], [2.13, -3.70, -3.54], [2.00, -4.73, -4.45], [5.05, -4.15, -0.57], [5.33, -2.51, 0.04], [6.45, -3.28, -1.07], [2.53, -2.02, -2.02], [2.82, -2.80, -0.45], [1.72, -4.61, -1.62], [3.40, -4.72, -2.15], [2.81, -5.45, -4.57], [1.71, -4.32, -5.42], [1.10, -5.30, -4.20], [4.24, 2.17, 8.19], [3.85, 2.80, 6.96], [4.68, 2.47, 5.86], [4.16, 1.34, 4.89], [2.81, 1.09, 4.84], [2.02, 2.01, 4.10], [3.55, 2.33, 9.01], [5.21, 2.45, 8.62], [4.24, 1.08, 8.15], [5.73, 2.38, 6.15], [4.72, 3.34, 5.21], [4.64, 0.40, 5.15], [4.62, 1.47, 3.91], [2.31, 2.05, 3.04], [2.13, 3.02, 4.48], [0.98, 1.72, 4.26], [-5.30, 8.03, 1.54], [-4.07, 7.27, 1.47], [-3.34, 7.47, 0.23], [-2.09, 6.44, 0.49], [-2.44, 5.06, 0.39], [-1.29, 4.20, 0.62], [-5.87, 7.69, 2.41], [-5.94, 7.79, 0.69], [-5.12, 9.10, 1.56], [-2.95, 8.48, 0.17], [-3.97, 7.00, -0.53], [-1.65, 6.61, 1.47], [-1.31, 6.71, -0.22], [-1.08, 4.31, 1.69], [-0.54, 4.49, -0.12], [-1.49, 3.13, 0.49], [3.50, 5.73, 1.49], [2.67, 5.13, 0.43], [3.44, 5.35, -0.85], [4.66, 4.42, -1.00], [5.94, 4.83, -0.48], [6.73, 5.59, -1.37], [3.60, 6.81, 1.38], [4.52, 5.33, 1.55], [3.02, 5.47, 2.43], [3.76, 6.39, -0.93], [2.78, 5.00, -1.65], [4.69, 4.14, -2.05], [4.41, 3.49, -0.49], [7.71, 5.82, -0.96], [6.12, 6.44, -1.69], [6.90, 4.89, -2.19], [2.11, 1.18, 0.07], [1.65, -0.17, -0.03], [0.42, -0.52, -0.62], [-0.84, -0.23, 0.25], [-1.20, -0.80, 1.43], [-0.59, -0.11, 2.56], [2.22, 1.63, -0.92], [2.94, 1.30, 0.76], [1.39, 1.85, 0.55], [0.41, -1.59, -0.82], [0.12, 0.08, -1.48], [-1.70, -0.47, -0.37], [-0.72, 0.84, 0.41], [-0.72, 0.97, 2.60], [0.49, -0.24, 2.59], [-0.87, -0.47, 3.55]], "e_homo_ev": [-1.441, -5.349], "e_lumo_ev": [0.833, 0.833], "gap_ev": [2.3, 6.2], "charge": -1, "spin_multiplicity": 2, "s2": 0.7680, "e_tot_ev": -126652.8134}